[1]
9
Properties=species:S:1:pos:R:3 method="wB97M-V/def2-TZVPD" total_energy_ha=-614.9891 lumo_ev=0.398 mol_weight_da=138.0 total_charge=0
O -1.743 0.226 0.245
C 1.445 -1.727 0.500
O -0.612 -1.615 1.003
C -1.181 -0.688 0.632
C -0.236 2.523 -0.608
O -0.403 2.913 0.455
F 1.404 -0.861 -0.494
O -0.063 2.130 -1.667
F 1.388 -2.900 -0.066

---

[2]
12
Properties=species:S:1:pos:R:3 method="wB97M-V/def2-TZVPD" smiles="O=C1C=C[C@H]2N[C@@H]12" total_energy_ha=-323.4485 lumo_ev=0.443 mol_weight_da=95.1 total_charge=0
C 1.061 -1.019 -0.135
H 2.137 0.646 -1.007
C -0.829 0.214 0.634
C 1.264 0.255 -0.490
C -0.170 -1.139 0.713
C 0.043 1.074 -0.183
O -0.597 -2.111 1.288
N -1.126 0.362 -0.790
H 0.099 2.154 -0.055
H -1.519 0.608 1.374
H -2.014 0.839 -0.904
H 1.635 -1.883 -0.444

---

[3]
133
Properties=species:S:1:pos:R:3 method="wB97M-V/def2-TZVPD" total_energy_ha=-2865.3868 lumo_ev=-4.030 mol_weight_da=845.1 total_charge=+1
H 2.688 -3.482 2.311
O -6.019 -0.742 7.046
H 15.697 -0.875 -6.811
H -5.764 -0.314 4.433
C -10.224 1.955 -2.177
H -2.078 -2.309 1.071
O 13.886 -0.166 -4.043
C -15.260 3.308 -3.402
C -0.470 0.826 -0.028
H -0.341 2.382 5.148
H -7.419 4.046 0.025
C 15.255 -1.089 -5.833
H 7.084 -2.139 -0.412
C 5.566 -0.593 -0.550
C 1.260 1.853 3.864
C 14.531 0.130 -5.296
H 5.596 -2.654 -1.190
C 7.023 -0.732 1.967
O 4.921 -0.890 0.703
O 8.120 -0.243 -2.558
H -12.411 5.522 -5.905
C -1.336 -2.724 -2.049
H 6.731 -1.598 -2.065
C 0.466 1.641 5.120
H 12.575 -0.684 0.427
H -1.111 -1.918 -2.871
H 1.145 -5.586 1.258
H 4.770 -0.312 -1.248
H -10.965 2.521 -1.607
H -0.218 -0.073 -2.125
C -4.214 -2.369 -2.233
H -4.539 -1.967 2.247
H 2.389 -0.814 1.141
C 3.366 1.387 5.071
C -5.003 -0.987 4.821
C 11.036 -1.452 -0.879
H 2.269 -0.348 5.779
H 1.439 0.492 -1.406
H -7.279 -2.691 1.735
C 3.291 -0.058 5.522
H -10.692 1.560 -3.085
C 9.293 -0.305 -2.204
H 3.076 2.091 5.858
H -13.722 4.348 -6.198
C 10.312 0.642 -2.768
C -12.323 3.783 -4.697
O 13.835 -0.216 -1.805
H -13.847 3.456 -1.801
H -13.746 5.434 -4.784
C -2.993 -2.289 0.329
O -1.901 0.911 -0.407
H 0.034 0.638 5.108
H 1.039 1.784 6.033
H -16.102 3.683 -2.814
H -7.632 -1.792 5.101
C -7.235 -0.188 6.510
O -8.627 0.949 -0.602
C 6.289 -1.812 -1.087
H -7.191 -0.815 1.583
C -7.699 2.042 -0.731
C -5.708 -2.133 -1.521
C -2.816 -2.463 -1.320
C 14.492 -0.109 -2.836
O -11.273 3.354 -5.164
H 7.464 -0.226 1.110
H 6.219 0.281 -0.459
H 15.184 1.004 -5.205
H 14.562 -1.931 -5.936
C -7.271 -1.809 0.936
H -5.191 -2.002 4.463
H -15.287 2.213 -3.398
C -8.118 -1.277 5.935
C -5.832 -2.007 0.108
C -8.154 3.238 0.082
O -10.393 -0.241 -1.293
H -8.206 -1.826 0.222
O 4.869 -0.939 2.941
H 3.616 -0.727 4.717
H -0.585 -5.047 -0.667
H -8.332 -2.037 6.694
H 3.928 -0.223 6.396
H 13.736 0.411 -5.994
H 0.023 1.872 0.176
H -9.117 3.621 -0.269
H 7.448 -1.734 2.062
H -1.474 -3.754 -2.635
C 15.989 -0.009 -2.779
O -12.831 3.259 -3.558
H -8.290 2.957 1.132
H 11.330 0.259 -2.744
C -4.481 -2.067 1.060
H -6.692 -2.056 -2.179
H -2.420 0.713 0.451
O -3.862 -1.318 6.875
C -9.743 0.798 -1.350
H -9.064 -0.859 5.579
H 16.050 -1.416 -5.158
H -4.048 -0.633 4.418
O 0.702 2.179 2.821
H 16.430 0.497 -3.636
C -13.113 4.829 -5.429
H -4.162 -2.461 -3.416
H 11.667 -1.531 -1.770
C 11.556 -0.435 0.118
H 7.297 -0.139 2.845
H 4.401 1.628 4.809
C 1.771 -1.741 0.765
H -9.430 2.620 -2.509
H -0.434 0.233 0.997
H 10.915 -0.406 1.005
H 16.263 0.584 -1.901
H 11.036 -2.442 -0.412
H -7.753 0.287 7.350
O 2.587 1.594 3.878
H -7.524 2.288 -1.783
H -6.743 1.684 -0.335
C 0.646 -1.531 -0.449
C -4.908 -1.001 6.319
C 5.526 -0.832 1.910
H -15.395 3.622 -4.440
O 9.670 -1.170 -1.235
H 11.559 0.575 -0.301
C -0.182 -2.879 -0.895
C 1.023 -4.485 0.817
H -13.892 4.900 -2.793
H 16.413 -1.011 -2.684
H -7.021 0.608 5.790
N 0.008 -4.270 -0.288
C -13.947 3.807 -2.833
H 10.075 0.816 -3.823
C 1.933 -3.260 1.419
H 10.261 1.589 -2.226
C 0.424 -0.042 -1.119